# 1
A 2-piece molecular cluster, C3H6N4 overall in a non-equilibrium geometry. Source: OMol25; level of theory: wB97M-V/def2-TZVPD.

Positions of all 13 atoms, in Å:
1 N 0.91 -1.99 -0.26
2 C 0.35 -1.39 -1.28
3 N -0.26 -0.73 -2.00
4 H 0.67 -1.43 0.66
5 H 1.89 -2.24 -0.37
6 C -0.56 1.17 -0.21
7 C -0.03 0.47 1.10
8 N 0.24 1.91 -0.82
9 N -0.76 0.12 2.07
10 H -0.11 2.42 -1.62
11 H -1.73 -0.04 1.82
12 H -1.62 0.98 -0.41
13 H 1.00 0.75 1.32

Summary:
SMILES: [H]/N=C\C=N\[H].N#CN
LUMO energy, eV: 0.31
Multiplicity: 1
DFT total energy, hartree: -336.85458

# 2
An isolated ion of composition C4H13N2O and charge +1 in a non-equilibrium geometry. Source: OMol25; level of theory: wB97M-V/def2-TZVPD.

Positions of all 20 atoms, in Å:
1 N 1.25 1.14 0.85
2 C 2.44 0.36 0.18
3 C 1.59 -0.93 -0.35
4 N 0.11 -0.67 -0.54
5 C -1.05 0.04 -1.21
6 C -2.20 -0.16 -0.29
7 O -2.03 0.21 1.15
8 H 0.57 0.32 1.06
9 H 1.33 1.56 1.77
10 H 0.76 1.73 0.28
11 H 3.34 0.26 0.78
12 H 2.79 1.03 -0.69
13 H 1.71 -1.74 0.29
14 H 1.88 -1.15 -1.40
15 H -0.17 -1.71 -0.45
16 H -1.48 -0.53 -2.01
17 H -1.00 1.10 -1.53
18 H -3.03 0.25 -0.81
19 H -2.22 -1.35 -0.27
20 H -2.44 -0.55 1.70

Summary:
Charge: +1
SMILES: [NH3+]CCNCCO
LUMO energy, eV: -3.13
Multiplicity: 1
DFT total energy, hartree: -344.58872

# 3
A 3-piece molecular cluster, C45H72F5N6O8P2 overall in a non-equilibrium geometry. Source: OMol25; level of theory: wB97M-V/def2-TZVPD.

Positions of all 138 atoms, in Å:
1 C 4.52 -6.01 -1.13
2 C 5.86 -5.59 -0.45
3 C 6.83 -4.95 -1.48
4 C 6.67 -3.41 -1.61
5 C 5.96 -2.95 -2.91
6 C 4.47 -2.68 -2.72
7 C 3.76 -2.19 -4.02
8 C 2.81 -1.05 -3.65
9 C 1.45 -1.33 -3.69
10 C 0.49 -0.37 -3.36
11 C -0.96 -0.81 -3.49
12 O -1.62 -0.22 -4.38
13 O -1.38 -1.73 -2.76
14 C 0.90 0.91 -2.97
15 C -0.16 1.93 -2.62
16 C -0.52 2.01 -1.11
17 C -2.04 2.06 -0.89
18 C -2.50 1.35 0.40
19 C -2.15 -0.14 0.48
20 C -3.17 -1.05 -0.26
21 C -4.34 -1.44 0.71
22 C 2.27 1.19 -2.91
23 C 3.25 0.22 -3.27
24 C 4.69 0.59 -3.22
25 O 5.50 0.07 -3.97
26 C 5.14 1.66 -2.26
27 C 6.45 1.74 -1.78
28 C 7.54 0.77 -2.20
29 C 8.73 0.74 -1.27
30 O 9.77 1.24 -1.61
31 O 8.66 0.15 -0.06
32 C 6.75 2.79 -0.91
33 C 5.79 3.71 -0.50
34 C 6.15 4.80 0.47
35 F 5.53 4.62 1.66
36 F 7.48 4.73 0.75
37 C 5.91 6.26 -0.03
38 F 4.79 6.41 -0.72
39 F 6.94 6.61 -0.81
40 F 5.88 7.10 1.01
41 C 4.51 3.59 -1.01
42 C 4.17 2.59 -1.89
43 C 2.78 2.51 -2.46
44 O 2.15 3.54 -2.47
45 H 4.60 -5.87 -2.21
46 H 3.70 -5.40 -0.75
47 H 4.30 -7.06 -0.93
48 H 6.32 -6.44 0.04
49 H 5.62 -4.82 0.29
50 H 6.73 -5.43 -2.45
51 H 7.83 -5.18 -1.12
52 H 7.68 -3.00 -1.67
53 H 6.20 -2.98 -0.72
54 H 6.17 -3.70 -3.69
55 H 6.44 -2.02 -3.22
56 H 4.36 -1.90 -1.96
57 H 4.00 -3.60 -2.35
58 H 3.17 -3.02 -4.39
59 H 4.48 -1.87 -4.77
60 H 1.11 -2.32 -3.97
61 H 0.09 2.90 -3.05
62 H -1.06 1.62 -3.16
63 H -0.04 1.19 -0.57
64 H -0.15 2.98 -0.76
65 H -2.39 3.09 -0.80
66 H -2.60 1.62 -1.72
67 H -3.59 1.42 0.51
68 H -2.08 1.87 1.27
69 H -2.12 -0.43 1.54
70 H -1.16 -0.39 0.08
71 H -2.63 -1.97 -0.48
72 H -3.51 -0.54 -1.15
73 H -4.34 -2.52 0.83
74 H -5.27 -1.10 0.27
75 H -4.19 -1.01 1.70
76 H 7.91 1.07 -3.18
77 H 7.13 -0.23 -2.35
78 H 7.75 -0.19 0.03
79 H 7.77 2.87 -0.54
80 H 3.75 4.30 -0.70
81 O -7.73 -3.14 1.36
82 P -8.51 -4.31 0.79
83 N -8.31 -5.38 2.14
84 C -7.78 -6.72 2.24
85 C -8.95 -4.95 3.38
86 N -7.52 -4.56 -0.59
87 C -6.86 -5.80 -1.00
88 C -6.67 -3.42 -0.98
89 N -9.84 -5.20 0.07
90 C -11.15 -4.62 0.36
91 C -9.95 -6.62 -0.12
92 H -8.58 -7.47 2.37
93 H -7.11 -6.80 3.10
94 H -7.19 -7.01 1.38
95 H -10.01 -5.24 3.41
96 H -8.89 -3.87 3.50
97 H -8.45 -5.39 4.25
98 H -6.35 -6.31 -0.18
99 H -6.09 -5.60 -1.74
100 H -7.55 -6.48 -1.50
101 H -5.75 -3.38 -0.40
102 H -7.20 -2.48 -0.86
103 H -6.41 -3.49 -2.04
104 H -11.52 -4.92 1.35
105 H -11.89 -4.93 -0.39
106 H -11.11 -3.53 0.33
107 H -10.53 -7.10 0.68
108 H -9.01 -7.14 -0.20
109 H -10.49 -6.80 -1.06
110 O -0.63 3.58 2.49
111 P -0.08 4.96 2.73
112 N 1.36 4.49 3.57
113 C 1.88 4.84 4.87
114 C 2.32 3.75 2.77
115 N -1.41 5.53 3.68
116 C -1.37 6.11 5.01
117 C -2.66 4.78 3.52
118 N 0.45 6.59 2.39
119 C 0.96 6.76 1.03
120 C 1.10 7.52 3.28
121 H 2.73 5.54 4.80
122 H 2.25 3.94 5.39
123 H 1.14 5.28 5.53
124 H 2.97 4.43 2.20
125 H 1.82 3.08 2.07
126 H 2.96 3.11 3.39
127 H -0.74 5.55 5.71
128 H -2.36 6.13 5.46
129 H -1.07 7.17 5.00
130 H -2.68 3.88 4.14
131 H -2.81 4.48 2.49
132 H -3.51 5.41 3.79
133 H 2.01 6.43 0.94
134 H 0.91 7.81 0.72
135 H 0.36 6.19 0.32
136 H 2.19 7.51 3.17
137 H 0.88 7.36 4.33
138 H 0.75 8.53 3.04

Summary:
Charge: -1
LUMO energy, eV: 1.11
Multiplicity: 1
DFT total energy, hartree: -3870.36592

# 4
A 10-piece molecular cluster, C4H27NO11 overall. Source: OMol25; level of theory: wB97M-V/def2-TZVPD.

Positions of all 43 atoms, in Å:
1 C -0.03 -0.05 -1.08
2 N 0.88 -0.86 -0.24
3 C 0.56 -1.22 1.05
4 O -0.71 -1.42 1.35
5 O 1.44 -1.36 1.89
6 C 0.25 -0.22 -2.56
7 C 1.47 0.56 -3.06
8 H -1.04 -0.34 -0.88
9 H 0.08 1.00 -0.80
10 H 1.85 -0.60 -0.36
11 H -1.29 -1.98 0.67
12 H -0.64 0.09 -3.12
13 H 0.39 -1.28 -2.78
14 H 2.37 0.23 -2.55
15 H 1.61 0.42 -4.13
16 H 1.34 1.63 -2.87
17 H 0.74 -2.65 -1.18
18 H 0.70 -4.19 -1.09
19 O 0.33 -3.44 -1.55
20 H -1.13 1.65 2.08
21 H -1.70 0.21 2.11
22 O -1.97 1.14 2.14
23 H -1.35 -3.04 -0.90
24 H -2.67 -2.14 -0.78
25 O -2.09 -2.77 -0.29
26 H 0.37 3.35 2.48
27 H 0.77 2.87 1.05
28 O 0.51 2.56 1.95
29 H -3.21 1.17 0.94
30 H -3.90 2.10 -0.11
31 O -3.89 1.20 0.22
32 H -4.56 -1.18 -1.64
33 H -3.73 -0.11 -0.88
34 O -3.66 -0.86 -1.51
35 H 2.01 1.52 2.34
36 H 2.50 0.05 2.31
37 O 2.81 0.97 2.27
38 H 3.21 1.06 0.75
39 H 4.22 1.11 -0.46
40 O 3.28 1.15 -0.26
41 H 2.12 2.41 -0.53
42 H 2.00 3.96 -0.55
43 O 1.47 3.15 -0.48

Summary:
SMILES: CCCNC(=O)O.O.O.O.O.O.O.O.O.O
LUMO energy, eV: 0.24
Multiplicity: 1
DFT total energy, hartree: -1051.11180

In the order shown, the computed ΔE to the lowest compared entry with this formula, charge and spin values come out to 248.6, 467.7, 0.0, 0.0 kJ/mol.